The following is a DFT calculation (ωB97M-V/def2-TZVPD) of a single C2H7N molecule at a distorted geometry.

Computed properties:
**Total energy**: -3675.59264 eV
**Relative energy (zero: lowest compared OMol25 entry of this formula, charge and spin)**: 1.890 eV
**2S+1**: 1
**Maximum force**: 0.0866 Eh/bohr
**E_HOMO**: -9.20 eV

```
10
C2H7N ωB97M-V/def2-TZVPD
C 1.18186 0.12826 -0.05284
N 0.02028 -0.75059 -0.27629
C -1.11148 0.09372 -0.05270
H 1.57181 -0.00335 1.11659
H 0.84588 1.33366 -0.29559
H 2.04950 -0.28052 -0.83930
H 0.07522 -1.39787 0.52950
H -2.10966 -0.45388 -0.24378
H -1.16815 0.87214 -0.86173
H -1.35527 0.45843 0.97614
```